(1)
Formula: C14H27ClIN2O2P2Pb
Source: the OMol25 dataset
Level of theory: the ωB97M-V functional and the def2-TZVPD basis

Each line ends with the Mulliken charge.
Cartesian coordinates (Å):
C: 0.093 0.812 -8.048  -0.915
C: 0.096 1.352 -6.667  0.515
H: 0.095 1.639 -8.785  0.302
H: -0.795 0.190 -8.182  0.333
H: 0.975 0.183 -8.183  0.332
O: 0.106 2.559 -6.320  -0.438
I: 0.084 -0.223 -5.127  -0.062
Pb: 0.085 0.036 -0.275  1.333
P: 2.496 -0.152 -0.323  0.478
C: 3.356 1.046 0.670  -1.187
C: 3.059 -1.769 0.212  -1.127
H: 4.153 -1.819 0.075  0.463
H: 4.168 -0.111 -2.015  0.463
H: 2.576 -2.556 -0.380  0.396
H: 2.591 -0.687 -2.663  0.329
H: 3.096 0.945 1.732  0.397
H: 2.822 -1.934 1.274  0.369
C: 3.075 0.042 -2.001  -1.051
H: 4.440 0.888 0.548  0.444
H: 2.850 1.052 -2.376  0.388
H: 3.107 2.071 0.354  0.391
P: -2.326 -0.115 -0.321  0.362
C: -3.166 1.097 0.672  -1.149
C: -2.904 0.083 -1.998  -1.011
H: -2.443 -2.519 -0.374  0.408
H: -4.007 -1.757 0.083  0.462
H: -2.676 -1.892 1.280  0.383
C: -2.912 -1.724 0.220  -1.102
H: -2.430 -0.653 -2.659  0.331
H: -3.999 -0.057 -2.011  0.464
H: -4.254 0.956 0.550  0.445
H: -2.900 2.116 0.355  0.407
H: -2.666 1.090 -2.375  0.401
H: -2.908 0.991 1.734  0.347
Cl: 0.070 -1.930 -1.777  -0.324
N: -0.846 -1.206 6.483  -0.296
C: -0.804 -1.438 5.093  0.312
O: -1.164 -2.542 4.649  -0.578
C: -0.333 -0.360 4.148  0.040
C: 0.087 0.893 4.567  -0.119
C: 0.495 1.841 3.645  -1.064
C: 0.478 1.546 2.316  -0.507
N: 0.076 0.311 1.932  -0.082
C: -0.330 -0.641 2.798  0.101
H: -1.174 -1.968 7.046  0.264
H: -0.581 -0.368 6.880  0.122
H: 0.111 1.177 5.626  0.375
H: 0.827 2.833 3.974  0.496
H: 0.793 2.286 1.564  0.625
H: -0.645 -1.616 2.375  0.734

Cartesian forces (eV/Å) of the 2 atoms listed first:
-0.002 0.214 -0.416
0.049 6.303 1.141

Output
LUMO: -12.45 eV
E_HOMO: -16.4 eV
energy relative to the best compared isomer or geometry (same formula, charge and spin): 0.152 eV
E_tot: -2442.0669 a.u.
largest force on an atom: 6.4 eV Å⁻¹
total charge: +3

---

(2)
Formula: FeO8P2
Source: the OMol25 dataset
Level of theory: the ωB97M-V functional and the def2-TZVPD basis

Each line ends with the Mulliken charge.
Cartesian coordinates (Å):
Fe: 0.052 -0.260 0.187  0.559
P: 0.568 1.363 1.779  1.096
O: 1.283 2.508 2.584  -0.765
O: -0.166 1.582 0.437  -0.307
O: -0.099 -0.001 2.068  -0.623
O: 1.562 0.715 0.794  -0.401
P: -0.618 -1.308 -1.800  1.070
O: -1.495 -0.794 -0.693  -0.591
O: -1.494 -1.764 -2.974  -0.811
O: 0.180 -1.984 -0.671  -0.684
O: 0.227 -0.057 -1.712  -0.543

Cartesian forces (eV/Å) of the 2 atoms listed first:
-1.657 -5.086 -2.356
2.961 2.463 2.595

Output
spin multiplicity: 7
expectation value of S²: 12.015
LUMO (spin up / spin down): 6.28 / 5.24 eV
E_HOMO (spin up / spin down): -0.4 / -0.3 eV
energy relative to the best compared isomer or geometry (same formula, charge and spin): 0.668 eV
E_tot: -2548.4118 a.u.
largest force on an atom: 9.4 eV Å⁻¹
total charge: -2

---

(3)
Formula: C3H10NO3S
Source: the OMol25 dataset
Level of theory: the ωB97M-V functional and the def2-TZVPD basis

Each line ends with the Mulliken charge.
Cartesian coordinates (Å):
O: -0.323 2.753 -0.131  -0.546
C: -0.424 1.685 0.404  0.598
O: -1.294 1.406 1.368  -0.387
C: 0.531 0.533 0.170  0.048
C: 0.093 -0.905 -0.095  -0.981
S: -0.634 -1.699 1.370  -0.119
N: 1.378 1.000 -0.999  -0.290
H: -1.745 2.204 1.679  0.384
H: 1.183 0.484 1.040  0.281
H: -0.559 -0.995 -0.950  0.448
H: 0.974 -1.512 -0.287  0.327
H: -1.801 -1.051 1.398  0.148
H: 1.525 2.013 -0.922  0.371
H: 2.309 0.589 -1.079  0.369
H: 0.888 0.887 -1.893  0.345
H: 0.732 -2.284 -3.448  0.310
H: 0.999 -3.318 -2.383  0.316
O: 1.051 -2.369 -2.543  -0.620

Cartesian forces (eV/Å) of the 2 atoms listed first:
0.338 -0.051 -0.396
-0.864 0.155 0.904

Output
LUMO: -3.58 eV
E_HOMO: -12.9 eV
energy relative to the best compared isomer or geometry (same formula, charge and spin): 0.539 eV
E_tot: -798.7373 a.u.
largest force on an atom: 1.3 eV Å⁻¹
total charge: +1

---

(4)
Formula: C29H22ClF5N2O2OsSe
Source: the OMol25 dataset
Level of theory: the ωB97M-V functional and the def2-TZVPD basis

Each line ends with the Mulliken charge.
Cartesian coordinates (Å):
Os: -0.454 -0.135 0.288  1.999
C: -2.404 0.554 4.549  -1.534
C: -2.266 1.080 3.111  1.146
C: -2.360 2.601 3.084  -1.664
C: -0.985 0.540 2.534  0.515
C: -0.832 -0.854 2.383  -1.004
C: 0.418 -1.389 1.968  -1.029
C: 1.515 -0.579 1.621  1.211
C: 2.851 -1.182 1.307  -1.423
C: 1.276 0.805 1.567  -1.017
C: 0.062 1.346 2.022  -0.776
H: -3.342 0.915 4.969  0.440
H: -1.592 0.923 5.177  0.400
H: -2.414 -0.534 4.601  0.375
H: -3.075 0.660 2.506  0.254
H: -1.591 3.057 3.713  0.380
H: -3.324 2.910 3.483  0.414
H: -2.275 3.005 2.075  0.324
H: -1.639 -1.530 2.631  0.624
H: 0.537 -2.461 1.945  0.534
H: 2.868 -1.604 0.304  0.062
H: 3.073 -1.984 2.010  0.437
H: 3.643 -0.438 1.374  0.441
H: 2.061 1.472 1.234  0.666
H: -0.079 2.417 1.982  0.522
F: -2.832 -0.160 -2.022  -0.171
C: -2.301 -1.381 -1.859  0.607
C: -1.294 -1.606 -0.916  -0.637
C: -0.874 -2.936 -0.867  0.399
F: 0.147 -3.300 -0.051  -0.410
C: -1.370 -3.950 -1.663  0.215
F: -0.874 -5.179 -1.574  -0.306
C: -2.376 -3.667 -2.570  0.776
F: -2.868 -4.617 -3.341  -0.263
C: -2.843 -2.368 -2.666  0.002
F: -3.803 -2.073 -3.530  -0.260
Se: 2.149 1.613 -2.272  0.341
N: 1.907 -0.066 -1.562  -0.189
C: 2.163 -0.904 -2.549  0.579
C: 2.046 -2.312 -2.428  0.029
C: 2.311 -3.149 -3.544  -0.911
C: 2.705 -2.616 -4.741  -0.485
C: 2.853 -1.201 -4.914  -0.476
C: 2.584 -0.327 -3.845  0.610
N: 2.690 0.984 -3.951  -0.677
H: 1.761 -2.749 -1.480  0.538
H: 2.203 -4.218 -3.427  0.512
H: 2.911 -3.264 -5.581  0.451
H: 3.161 -0.786 -5.864  0.497
Cl: -4.548 6.387 -3.110  -0.152
C: -3.704 5.043 -2.460  0.422
C: -2.530 4.616 -3.074  -0.867
C: -1.851 3.536 -2.549  -0.352
C: -2.342 2.888 -1.415  0.385
C: -3.527 3.317 -0.815  -0.222
C: -4.209 4.398 -1.337  -0.943
C: -1.625 1.767 -0.858  0.221
O: -2.040 1.126 0.184  -0.884
O: -0.526 1.284 -1.316  -0.524
H: -2.170 5.130 -3.953  0.440
H: -0.947 3.182 -3.028  0.415
H: -3.916 2.796 0.048  0.546
H: -5.130 4.744 -0.890  0.445

Cartesian forces (eV/Å) of the 2 atoms listed first:
1.804 -2.538 -1.354
-0.095 0.126 -0.028

Output
spin multiplicity: 5
expectation value of S²: 6.070
LUMO (spin up / spin down): -8.44 / -10.00 eV
E_HOMO (spin up / spin down): -13.2 / -13.9 eV
energy relative to the best compared isomer or geometry (same formula, charge and spin): 1.584 eV
E_tot: -4829.1621 a.u.
largest force on an atom: 3.4 eV Å⁻¹
total charge: +2

---

(5)
Formula: C3H4ClNO2
Source: the OMol25 dataset
Level of theory: the ωB97M-V functional and the def2-TZVPD basis

Each line ends with the Mulliken charge.
Cartesian coordinates (Å):
C: -0.011 -0.906 -0.737  -0.577
O: -0.421 -1.135 0.589  -0.246
C: -1.180 -0.154 1.109  0.216
O: -1.539 0.846 0.585  -0.452
H: 0.784 -1.633 -0.986  0.247
H: 0.446 0.140 -0.912  0.255
H: -0.808 -1.075 -1.392  0.278
H: -1.427 -0.509 2.222  0.276
N: -3.910 -1.101 -1.118  -0.380
C: -4.459 -0.279 -0.493  0.435
Cl: -5.210 0.870 0.376  -0.052

Cartesian forces (eV/Å) of the 2 atoms listed first:
2.754 1.107 -0.711
-0.202 0.688 0.557

Output
LUMO: 0.53 eV
E_HOMO: -10.9 eV
energy relative to the best compared isomer or geometry (same formula, charge and spin): 1.662 eV
E_tot: -782.0940 a.u.
largest force on an atom: 3.4 eV Å⁻¹

---

Repeat the third record exactly.
Formula: C3H10NO3S
Source: the OMol25 dataset
Level of theory: the ωB97M-V functional and the def2-TZVPD basis

Each line ends with the Mulliken charge.
Cartesian coordinates (Å):
O: -0.323 2.753 -0.131  -0.546
C: -0.424 1.685 0.404  0.598
O: -1.294 1.406 1.368  -0.387
C: 0.531 0.533 0.170  0.048
C: 0.093 -0.905 -0.095  -0.981
S: -0.634 -1.699 1.370  -0.119
N: 1.378 1.000 -0.999  -0.290
H: -1.745 2.204 1.679  0.384
H: 1.183 0.484 1.040  0.281
H: -0.559 -0.995 -0.950  0.448
H: 0.974 -1.512 -0.287  0.327
H: -1.801 -1.051 1.398  0.148
H: 1.525 2.013 -0.922  0.371
H: 2.309 0.589 -1.079  0.369
H: 0.888 0.887 -1.893  0.345
H: 0.732 -2.284 -3.448  0.310
H: 0.999 -3.318 -2.383  0.316
O: 1.051 -2.369 -2.543  -0.620

Cartesian forces (eV/Å) of the 2 atoms listed first:
0.338 -0.051 -0.396
-0.864 0.155 0.904

Output
LUMO: -3.58 eV
E_HOMO: -12.9 eV
energy relative to the best compared isomer or geometry (same formula, charge and spin): 0.539 eV
E_tot: -798.7373 a.u.
largest force on an atom: 1.3 eV Å⁻¹
total charge: +1